Entry 1:
C14H24N2OS | ωB97M-V with the def2-TZVPD basis set

Last column: Mulliken charge in e.
Element x y z (Å)
C  -3.6212  2.9695  -0.6407  -0.697
O  -4.0342  1.8500  0.1259  -0.443
C  -3.2179  0.7078  -0.0188  -0.294
C  -3.7775  -0.2841  -1.0359  -0.643
C  -2.7723  -1.3707  -1.4366  -0.625
C  -2.3923  -2.3418  -0.2910  -0.868
C  -0.8710  -2.4551  -0.0862  -1.024
C  -0.2791  -1.4109  0.8859  -0.306
C  1.0969  -0.9337  0.4156  -0.669
C  1.8348  -0.1286  1.4940  -0.639
C  3.3582  -0.0717  1.3766  -1.247
C  3.9252  0.5477  0.0820  0.998
S  5.7560  0.8171  0.3324  -0.191
C  3.8007  -0.3537  -1.0656  -0.130
N  3.4453  -1.1025  -1.8608  -0.525
C  3.3440  1.9358  -0.2901  -0.911
C  3.1014  2.7711  0.8854  0.274
N  2.9159  3.2683  1.9026  -0.469
H  -4.5104  3.4352  -1.0667  0.261
H  -2.9640  2.6783  -1.4635  0.325
H  -3.1105  3.6923  0.0005  0.265
H  -3.1665  0.2177  0.9569  0.184
H  -2.1849  0.9685  -0.2854  0.374
H  -4.1426  0.2463  -1.9183  0.335
H  -4.6480  -0.7663  -0.5802  0.264
H  -3.2390  -1.9512  -2.2327  0.324
H  -1.8687  -0.8891  -1.8178  0.381
H  -2.8672  -2.0454  0.6467  0.447
H  -2.7637  -3.3408  -0.5245  0.401
H  -0.6398  -3.4467  0.3075  0.404
H  -0.3648  -2.3594  -1.0490  0.455
H  -0.1530  -1.8874  1.8620  0.398
H  -0.9539  -0.5659  1.0323  0.101
H  1.6675  -1.8082  0.0965  0.393
H  0.9691  -0.3135  -0.4780  0.313
H  1.6196  -0.6082  2.4533  0.520
H  1.3979  0.8686  1.5536  0.189
H  3.8226  -1.0483  1.5123  0.445
H  3.7307  0.5620  2.1831  0.538
H  6.2075  -0.3487  -0.1548  0.198
H  4.0927  2.4532  -0.8937  0.579
H  2.4564  1.8420  -0.9145  0.316

spin multiplicity	1
ΔE to the lowest compared entry with this formula, charge and spin	104.42	kJ/mol
SMILES	COCCCCCCCCC[C@@](S)(C#N)CC#N
frontier orbital gap	10.01	eV

---

Entry 2:
C3H15NO3 | ωB97M-V with the def2-TZVPD basis set

Last column: Mulliken charge in e.
Element x y z (Å)
C  -3.3168  0.1152  1.0442  -0.772
N  1.7700  0.0702  0.0309  -0.290
C  2.5904  1.1349  -0.4673  -0.879
C  2.6110  -0.9362  0.6246  -0.798
H  -3.9591  -0.0127  1.9270  0.305
H  -2.4198  -0.4393  1.0522  0.147
H  -2.9658  1.1713  0.9147  0.171
H  1.9647  1.9518  -0.8770  0.315
H  3.2826  0.7859  -1.2903  0.359
H  3.2092  1.6584  0.3090  0.351
H  2.0538  -1.7845  1.0133  0.337
H  3.3610  -1.3683  -0.1387  0.349
H  3.2587  -0.5822  1.5338  0.318
H  0.1487  0.9374  -0.0224  0.547
H  -1.2319  0.9301  -0.6405  0.421
O  -0.6276  1.4865  -0.0735  -0.662
H  0.2066  -1.2692  -0.2908  0.353
H  -3.8480  -0.1849  0.1125  0.182
O  -0.5077  -1.8289  -0.2630  -0.641
H  -2.2166  -0.2660  -2.3580  0.169
H  -1.1995  -1.3700  -0.7542  0.452
O  -2.1639  -0.1994  -1.3867  -0.734

spin multiplicity	1
ΔE to the lowest compared entry with this formula, charge and spin	811.68	kJ/mol
frontier orbital gap	3.46	eV

---

Entry 3:
C20H37N2O2P2PtSi | ωB97M-V with the def2-TZVPD basis set

Last column: Mulliken charge in e.
Element x y z (Å)
Pt  -0.1506  -0.1611  -0.3291  0.444
P  2.0126  -0.9815  -0.3155  0.792
C  2.2632  -1.0138  -2.1277  -1.199
C  1.0800  -1.6984  -2.7619  0.872
N  -0.1154  -1.3400  -2.2688  -0.017
C  -1.2699  -1.7322  -2.8297  0.483
C  -1.2463  -2.6332  -3.8934  -0.928
C  -0.0270  -3.0738  -4.3898  -0.515
C  1.1548  -2.6015  -3.8242  -0.902
C  -2.5496  -1.1654  -2.2680  -1.308
P  -2.1646  0.3198  -1.2497  0.463
H  2.1411  -2.9044  -4.1682  0.490
H  -2.1871  -2.9471  -4.3284  0.530
H  0.0190  -3.7632  -5.2276  0.424
H  -3.2156  -0.8689  -3.0869  0.577
H  -3.0673  -1.9013  -1.6359  0.409
H  2.2482  0.0662  -2.4488  -0.064
H  3.2121  -1.4938  -2.3853  0.539
H  0.6679  2.6855  -2.5258  0.280
O  1.2538  1.8597  -2.6159  -0.592
H  2.1411  2.2100  -2.7883  0.259
H  -0.3677  3.5514  -0.9472  0.282
O  -0.4075  3.7427  -1.9139  -0.646
H  -0.3585  4.7047  -1.9974  0.287
C  -2.2367  1.6134  -2.5126  -1.388
H  -3.1700  1.5289  -3.0862  0.529
H  -2.1648  2.6021  -2.0480  0.387
H  -1.3787  1.5087  -3.1886  0.274
C  -3.5027  0.5655  -0.0755  -1.113
H  -3.2748  1.4316  0.5608  0.213
H  -4.4434  0.7412  -0.6170  0.456
H  -3.6010  -0.3229  0.5618  0.342
C  2.1719  -2.6767  0.3208  -1.378
H  3.1805  -3.0589  0.0997  0.458
H  2.0187  -2.6644  1.4095  0.368
H  1.4188  -3.3416  -0.1217  0.345
C  3.4773  -0.1111  0.3031  -1.215
H  3.3602  0.0992  1.3742  0.150
H  4.3561  -0.7613  0.1600  0.527
H  3.6380  0.8288  -0.2422  0.293
C  1.3390  2.5813  0.5366  -0.466
Si  0.5132  1.8899  2.0675  0.153
C  1.9062  1.9175  3.3260  -1.143
C  -0.9916  2.8690  2.5621  -1.032
N  -0.0689  0.2484  1.6177  0.691
C  -0.5249  -0.6610  2.5465  1.339
C  -0.9649  -1.9314  2.1127  -0.424
C  -1.3357  -2.9060  3.0337  -0.873
C  -1.3014  -2.6138  4.3999  -0.526
C  -0.9021  -1.3437  4.8459  -1.023
C  -0.5405  -0.3534  3.9411  -0.255
H  1.2162  3.6719  0.5348  0.573
H  0.9876  2.1808  -0.4278  -0.382
H  2.4132  2.3789  0.5498  0.193
H  2.0758  2.9626  3.6278  0.397
H  1.7095  1.3433  4.2378  0.390
H  2.8447  1.5521  2.8867  0.339
H  -1.7538  2.8385  1.7710  0.222
H  -1.4472  2.4948  3.4882  0.327
H  -0.7212  3.9211  2.7325  0.407
H  -0.9906  -2.1224  1.0322  0.358
H  -1.6490  -3.8801  2.6633  0.420
H  -1.5886  -3.3836  5.1172  0.388
H  -0.8751  -1.1383  5.9161  0.409
H  -0.2657  0.6406  4.3098  0.310

⟨S²⟩	2.035
spin multiplicity	3
total charge	+1
frontier orbital gap (alpha / beta)	5.51 / 6.84	eV

---

Entry 4:
C4H5NO2 | ωB97M-V with the def2-TZVPD basis set

Last column: Mulliken charge in e.
Element x y z (Å)
O  2.1748  0.1796  -0.1929  -0.535
C  1.0811  0.1019  0.6955  -0.539
C  -0.2409  0.0620  -0.0515  0.697
N  -0.2838  1.2091  -0.9863  -0.147
O  -1.3354  1.3561  -1.5526  -0.359
C  -0.9561  -1.1907  -0.4349  -0.437
C  -1.5240  -0.4844  0.4823  -0.378
H  2.0391  0.9786  -0.7217  0.351
H  1.2017  -0.8166  1.2767  0.339
H  1.0847  0.9473  1.4026  0.255
H  -0.9141  -2.0423  -1.0954  0.376
H  -2.3273  -0.3005  1.1781  0.376

spin multiplicity	1
ΔE to the lowest compared entry with this formula, charge and spin	508.35	kJ/mol
SMILES	O=NC1(CO)C=C1
frontier orbital gap	9.01	eV

---

Question: What is the spin multiplicity in the first record?
Answer: 1